Entry 1:
ORCA calculation (ωB97M-V/def2-TZVPD) on a cluster of 2 separate species, C8H11Cl2NP in total in a non-equilibrium geometry.

```
23
Properties=species:S:1:pos:R:3:forces:R:3
C -3.30147 0.70727 -1.07102 -1.62 -0.67 -1.90
C -2.18614 1.00755 -1.83474 2.04 0.27 0.86
C -3.29127 0.52521 0.29372 3.91 1.45 -1.89
C -0.95374 1.13054 -1.13242 0.51 -0.01 -1.04
C -2.06395 0.69153 0.93987 -1.34 -0.99 0.18
C -0.88988 0.93389 0.23789 -0.02 0.07 0.28
C 0.92905 -1.60340 2.04831 2.28 -0.16 -2.20
C 1.52992 -1.23988 -0.24198 -0.62 -0.40 1.41
N 1.12418 -0.81079 1.05559 -0.98 -0.45 1.23
P 0.63237 1.03703 1.24193 -1.43 -0.83 1.05
Cl 1.91797 1.92037 0.04782 0.82 0.19 -0.65
Cl 5.52798 0.03994 -0.94994 2.42 -1.15 0.48
H -4.26344 0.50548 -1.60307 0.84 0.51 0.44
H -2.17812 1.16351 -2.91696 -0.32 -0.17 0.47
H -4.18588 0.48342 0.74769 -2.75 -0.73 2.00
H 0.04822 1.33107 -1.59223 -1.40 -0.02 -0.22
H -2.13011 0.45615 1.97855 0.62 0.34 0.88
H 0.65356 -1.06970 2.88314 -0.90 0.40 2.40
H 1.31934 -2.66283 2.04781 -1.03 1.14 -0.15
H 6.77800 -0.54365 -0.71092 -2.48 1.15 -0.47
H 0.76729 -0.88848 -0.86047 -0.72 0.23 -1.78
H 2.46260 -0.85850 -0.35041 2.68 1.93 -1.24
H 1.75350 -2.25574 -0.25817 -0.51 -2.12 -0.14
```
Positions in Å, forces in eV/Å.

Output
Lowest unoccupied orbital energy   -4.47 eV
ΔE to the lowest compared entry with this formula, charge and spin   0.000 eV
DFT total energy   -1627.65079 a.u.
Charge   +1

---

Entry 2:
ORCA calculation (ωB97M-V/def2-TZVPD) on a cluster of 4 separate species, C2H11NO4 in total in a non-equilibrium geometry.

```
18
Properties=species:S:1:pos:R:3:forces:R:3
C -2.21566 -0.48449 -1.01021 -1.86 -1.68 3.12
C -1.01899 0.23331 -0.52896 -1.15 -1.33 1.48
N -0.72018 0.24261 0.81671 -1.79 -3.51 0.57
O -0.45458 0.94499 -1.26333 2.43 3.23 -2.82
H -2.59361 -0.20523 -1.92162 0.08 1.02 -2.54
H -3.03798 -0.10219 -0.32494 0.75 -1.09 -0.38
H -2.18129 -1.59666 -1.04517 0.10 0.71 0.61
H -0.43724 -0.65482 1.23646 -0.77 0.64 -0.34
H -0.12199 0.91508 1.13813 2.07 2.02 0.37
O 2.03892 0.04330 1.83976 0.72 -1.92 2.22
H 2.36329 0.68719 2.50941 -0.31 -0.48 -0.72
H 2.17004 -0.85242 2.33514 -0.29 2.40 -1.39
O 1.16925 3.14300 0.03816 1.21 1.38 0.74
H 2.04374 2.86710 -0.25391 -0.11 -0.01 -0.03
H 0.60316 2.43777 -0.19343 -1.07 -1.39 -0.88
O 0.37939 -3.62988 -0.59514 -0.60 -0.94 0.15
H 0.64190 -3.22150 0.23406 0.01 -0.11 0.05
H -0.06474 -4.47688 -0.35162 0.57 1.06 -0.20
```
Positions in Å, forces in eV/Å.

Output
Lowest unoccupied orbital energy   0.04 eV
ΔE to the lowest compared entry with this formula, charge and spin   1.662 eV
SMILES   CC(N)=O.O.O.O
DFT total energy   -438.49643 a.u.

---

Entry 3:
ORCA calculation (ωB97M-V/def2-TZVPD) on an isolated molecule of C4H3NO in a non-equilibrium geometry.

```
9
Properties=species:S:1:pos:R:3:forces:R:3
O -1.68072 2.00569 -1.92351 -2.09 2.20 -1.93
C -1.25715 1.43894 -1.00985 3.82 -3.44 1.13
C -0.19973 0.25774 -1.20369 -0.56 -0.58 -2.61
C 0.16175 -0.16189 -0.02913 -0.62 -0.20 2.56
C -0.56905 0.75199 0.93073 -1.30 0.04 1.75
N -1.40300 1.56957 0.37998 0.13 0.48 1.55
H -0.01082 -0.24743 -2.18779 -0.16 0.85 1.06
H 0.55165 -1.07444 0.41793 0.63 0.28 -0.77
H -0.55207 0.64383 2.11514 0.16 0.37 -2.73
```
Positions in Å, forces in eV/Å.

Output
Lowest unoccupied orbital energy   -0.98 eV
ΔE to the lowest compared entry with this formula, charge and spin   0.657 eV
SMILES   O=C1C=CC=N1
DFT total energy   -284.14894 a.u.

---

Question: What is the formula in the second record?
Answer: C2H11NO4

---

Question: Number 2 is which compound?
Answer: C2H11NO4

---

Please write out number 3 again, unchanged.
ORCA calculation (ωB97M-V/def2-TZVPD) on an isolated molecule of C4H3NO in a non-equilibrium geometry.

```
9
Properties=species:S:1:pos:R:3:forces:R:3
O -1.68072 2.00569 -1.92351 -2.09 2.20 -1.93
C -1.25715 1.43894 -1.00985 3.82 -3.44 1.13
C -0.19973 0.25774 -1.20369 -0.56 -0.58 -2.61
C 0.16175 -0.16189 -0.02913 -0.62 -0.20 2.56
C -0.56905 0.75199 0.93073 -1.30 0.04 1.75
N -1.40300 1.56957 0.37998 0.13 0.48 1.55
H -0.01082 -0.24743 -2.18779 -0.16 0.85 1.06
H 0.55165 -1.07444 0.41793 0.63 0.28 -0.77
H -0.55207 0.64383 2.11514 0.16 0.37 -2.73
```
Positions in Å, forces in eV/Å.

Output
Lowest unoccupied orbital energy   -0.98 eV
ΔE to the lowest compared entry with this formula, charge and spin   0.657 eV
SMILES   O=C1C=CC=N1
DFT total energy   -284.14894 a.u.

---

Question: What is the lowest unoccupied orbital energy in the first record?
Answer: -4.47 eV